{
  "formula": "C23H21ClFN3O5S2",
  "method": "wB97M-V/def2-TZVPD",
  "spin_multiplicity": 1,
  "relative_energy_kcal_mol": 0.0,
  "orbital_gap_ev": 8.86,
  "e_tot_ha": -2785.93016,
  "homo_ev": -8.9,
  "symbols": ["O", "S", "O", "N", "C", "N", "C", "C", "C", "C", "Cl", "C", "S", "O", "O", "N", "C", "C", "O", "C", "C", "C", "C", "C", "C", "C", "F", "C", "C", "C", "C", "C", "C", "C", "C", "H", "H", "H", "H", "H", "H", "H", "H", "H", "H", "H", "H", "H", "H", "H", "H", "H", "H", "H", "H", "H"],
  "coordinates": [[1.47973, -3.26047, 1.97793], [0.71208, -3.06056, 0.77932], [-0.07348, -4.16231, 0.28756], [-0.25083, -1.71284, 0.95292], [-1.48183, -1.70597, 1.28429], [-2.24203, -0.58215, 1.12462], [-1.92940, 0.58059, 0.43695], [-2.93149, 1.54020, 0.25748], [-2.69367, 2.69329, -0.46412], [-1.44091, 2.91015, -1.02660], [-1.12983, 4.31051, -1.95528], [-0.43895, 1.97390, -0.83216], [1.19164, 2.20479, -1.55120], [2.05419, 1.18273, -1.03502], [1.06791, 2.33505, -2.97104], [1.59209, 3.70405, -0.92200], [2.43933, 4.55244, -1.73729], [2.40427, 5.95854, -1.13654], [2.83213, 5.94157, 0.20652], [2.02377, 5.09974, 0.99166], [2.03003, 3.66420, 0.45638], [-0.66828, 0.82485, -0.10671], [-2.19755, -2.86553, 1.85389], [-1.55691, -3.67419, 2.79057], [-2.19613, -4.78570, 3.30429], [-3.47343, -5.08539, 2.86329], [-4.10290, -6.16589, 3.35964], [-4.12778, -4.30541, 1.92587], [-3.48396, -3.18960, 1.42581], [1.74166, -2.39332, -0.51278], [1.17946, -2.20654, -1.76005], [1.93128, -1.60712, -2.75545], [3.23113, -1.20713, -2.48935], [3.78395, -1.40369, -1.23511], [3.03224, -1.99564, -0.23372], [-3.18661, -0.63546, 1.48331], [-3.91208, 1.37615, 0.68074], [-3.47376, 3.42401, -0.60456], [2.04261, 4.53983, -2.75184], [3.47336, 4.17970, -1.74589], [3.08787, 6.62295, -1.66636], [1.37966, 6.35337, -1.19832], [2.43361, 5.13719, 2.00189], [0.98859, 5.47377, 0.99714], [1.33583, 3.03589, 1.01626], [3.03849, 3.23514, 0.53160], [0.13522, 0.11986, 0.02236], [-0.55555, -3.42968, 3.10690], [-1.71441, -5.42349, 4.02759], [-5.11627, -4.58103, 1.59387], [-3.97267, -2.59568, 0.66646], [0.16500, -2.53344, -1.92899], [1.50298, -1.43994, -3.73190], [3.81180, -0.73056, -3.26435], [4.79522, -1.08562, -1.03291], [3.42079, -2.15445, 0.75972]],
  "lowdin_charge": [-0.30, 0.66, -0.28, 0.00, -0.31, 0.13, -0.20, 0.00, -0.08, -0.64, 0.77, -0.27, 0.65, -0.26, -0.29, -0.28, -0.17, -0.18, -0.12, -0.18, -0.17, 0.02, -0.17, -0.02, 0.03, -0.26, 0.07, 0.01, -0.02, -0.29, -0.07, -0.07, -0.08, -0.07, -0.05, 0.14, 0.12, 0.11, 0.12, 0.14, 0.13, 0.12, 0.13, 0.13, 0.13, 0.13, 0.09, 0.10, 0.13, 0.12, 0.12, 0.12, 0.11, 0.11, 0.11, 0.11]
}